An isolated ion of composition C10H18N3OS and charge +1. Source: OMol25; level of theory: ωB97M-V with the def2-TZVPD basis set.

Values from the calculation:
Structure (SMILES) ... C=CC(=O)NCCC[N+](C)(C)CN=C=S
HOMO-LUMO gap ... 9.59 eV
Net charge ... +1
Relative energy (zero: lowest compared OMol25 entry of this formula, charge and spin) ... 135.2 kJ/mol
Strongest force on any atom ... 4.37 eV/A
LUMO level ... -2.5316 eV

Each line ends with the Mulliken charge.
Geometry (Å):
C: -1.8228 -4.0287 -0.3260  -0.693
C: -2.3960 -2.9833 0.2022  -0.489
C: -1.9106 -1.5624 -0.0030  1.016
O: -1.0217 -1.2539 -0.7907  -0.777
N: -2.5788 -0.6210 0.7230  -0.193
C: -2.5719 0.8322 0.6244  -0.976
C: -1.1176 1.3703 0.7789  -0.516
C: -0.2714 1.3711 -0.4878  -0.906
N: 1.1495 1.1957 -0.2865  0.166
C: 1.9052 1.0524 -1.6262  -1.095
C: 1.7683 2.2413 0.4529  -0.830
C: 1.4571 -0.1275 0.3183  -0.312
N: 3.1154 -0.3854 0.2553  -0.503
C: 4.2809 -0.8293 0.1856  0.454
S: 5.8690 -1.2127 0.0718  -0.221
H: -2.2648 -5.0172 -0.1544  0.267
H: -0.9451 -4.0022 -0.9161  0.287
H: -3.4214 -3.0326 0.5521  0.228
H: -3.4304 -0.8445 1.0790  0.230
H: -3.1406 1.3158 1.4578  0.413
H: -3.1409 1.2267 -0.2390  0.352
H: -0.8682 0.6956 1.6152  0.267
H: -1.0987 2.3669 1.2728  0.513
H: -0.6918 0.5306 -1.0584  0.580
H: -0.6720 2.2199 -0.9372  0.422
H: 1.6044 0.1376 -2.0579  0.480
H: 1.6311 1.8662 -2.3387  0.324
H: 2.9203 1.0050 -1.5062  0.526
H: 2.8940 2.1196 0.4901  0.369
H: 1.2824 3.1693 0.0452  0.356
H: 1.3906 2.1452 1.5082  0.393
H: 0.8446 -0.8938 -0.2825  0.458
H: 1.2521 -0.0667 1.3777  0.408